Entry 1:
ORCA calculation (ωB97M-V/def2-TZVPD) on a molecular structure, C3H5N in a non-equilibrium geometry.

XYZ file:
```
9
C3H5N, DFT ωB97M-V/def2-TZVPD
C 0.772 -0.024 -0.650
C -0.407 0.056 0.152
C -1.076 -0.297 1.256
N 1.221 -0.863 -1.446
H 1.456 -0.568 -2.390
H 1.060 1.354 -0.620
H -0.172 1.165 0.294
H -1.279 -1.310 1.591
H -1.575 0.487 1.813
```

Values from the calculation:
2S+1: 1
Frontier orbital gap (Eh): 0.3265
E_HOMO (hartree): -0.332
E (eV): -4677.185
LUMO energy (Eh): -0.0050

natural (NBO) atomic charge list, values in e, 5 entries: C 0.22; C -0.33; C -0.26; N -0.65; H 0.39

---

Entry 2:
ORCA calculation (ωB97M-V/def2-TZVPD) on a gas-phase ion, C3H5N2 (charge +1) in a non-equilibrium geometry.

XYZ file:
```
10
C3H5N2, DFT ωB97M-V/def2-TZVPD
C 2.987 -0.373 -0.029
N 1.835 -0.109 0.015
C 0.652 0.623 -0.007
C -0.884 0.406 0.040
N -1.534 -0.743 0.009
H 3.917 -0.842 0.222
H 1.013 1.674 0.275
H -1.576 1.282 -0.185
H -1.020 -1.647 0.202
H -2.586 -0.750 0.089
```

Values from the calculation:
2S+1: 1
Charge: +1
Frontier orbital gap (Eh): 0.3034
E_HOMO (hartree): -0.482
E (eV): -6161.947
LUMO energy (Eh): -0.1790
SMILES: C#[N+]/C=C\N

natural (NBO) atomic charge list, values in e, 5 entries: C 0.32; N -0.20; C -0.30; C 0.19; N -0.71

---

What did the second record say?
ORCA calculation (ωB97M-V/def2-TZVPD) on a gas-phase ion, C3H5N2 (charge +1) in a non-equilibrium geometry.

XYZ file:
```
10
C3H5N2, DFT ωB97M-V/def2-TZVPD
C 2.987 -0.373 -0.029
N 1.835 -0.109 0.015
C 0.652 0.623 -0.007
C -0.884 0.406 0.040
N -1.534 -0.743 0.009
H 3.917 -0.842 0.222
H 1.013 1.674 0.275
H -1.576 1.282 -0.185
H -1.020 -1.647 0.202
H -2.586 -0.750 0.089
```

Values from the calculation:
2S+1: 1
Charge: +1
Frontier orbital gap (Eh): 0.3034
E_HOMO (hartree): -0.482
E (eV): -6161.947
LUMO energy (Eh): -0.1790
SMILES: C#[N+]/C=C\N

natural (NBO) atomic charge list, values in e, 5 entries: C 0.32; N -0.20; C -0.30; C 0.19; N -0.71

---

Q: Which formula does entry 2 have?
A: C3H5N2

---

Q: Look up the 2S+1 of the second one.
A: 1